[1]
# C57H36Cl5N6O3PSW

C57H36Cl5N6O3PSW as an isolated structure (ωB97M-V with the def2-TZVPD basis set, the OMol25 dataset).

Geometry as XYZ:
```
110
Properties=species:S:1:pos:R:3:forces:R:3:lowdin_charge:R:1
W 0.61442 0.80345 -0.76107 1.3 -1.1 -0.3 1.425
Cl -1.76448 3.04808 0.24730 -0.6 0.7 -0.1 0.827
C -2.41585 1.92159 -0.89143 0.4 -0.2 -0.1 -0.683
C -1.54000 0.94924 -1.39942 -0.8 0.3 -0.2 -0.319
C -2.16241 0.12835 -2.35284 0.2 0.3 0.3 -0.669
Cl -1.19152 -1.09124 -3.07998 -0.4 -0.4 -0.6 0.816
C -3.49534 0.21783 -2.73683 0.1 0.2 0.2 -0.705
Cl -4.14205 -0.85529 -3.90728 -0.2 -0.2 -0.2 0.697
C -4.31126 1.19518 -2.17174 0.2 0.0 0.1 -0.715
Cl -5.95569 1.33897 -2.63290 -0.2 0.0 0.0 0.685
C -3.75608 2.06397 -1.23813 0.0 -0.2 -0.1 -0.712
Cl -4.71728 3.30204 -0.53279 -0.2 0.1 0.0 0.687
S 4.32475 1.48894 -7.42861 -0.9 -0.2 1.3 1.015
N 3.23934 2.45711 -6.68709 0.1 0.2 -0.3 -0.218
C 2.73655 1.80854 -5.64978 0.8 -0.4 -0.7 -0.299
C 1.73896 2.30307 -4.74948 -0.4 -0.5 0.9 -0.084
C 1.10411 3.51755 -4.90974 -0.7 0.2 0.7 0.030
C 0.11985 3.87589 -3.98322 0.7 -0.2 -0.7 -0.003
C -0.12405 3.05713 -2.90373 -0.3 -0.3 0.3 -0.108
N 0.49777 1.89055 -2.67932 1.0 -0.2 -1.5 -0.039
C 1.39435 1.46526 -3.64156 -1.1 2.3 0.0 -0.132
C 1.92902 0.18003 -3.49018 0.9 -2.2 -0.1 -0.173
N 1.45667 -0.56170 -2.42774 0.2 1.3 -0.6 -0.051
C 1.78076 -1.84688 -2.41549 0.2 -0.8 0.1 -0.132
C 2.68041 -2.44229 -3.29602 -0.1 0.5 -0.1 -0.003
C 3.25497 -1.68410 -4.30200 -0.2 0.0 0.2 0.014
C 2.85156 -0.36226 -4.44193 -0.8 -0.2 1.3 -0.086
C 3.28425 0.49568 -5.49573 0.5 0.8 -1.1 -0.297
N 4.18382 0.20657 -6.42889 0.0 -0.1 -0.1 -0.218
H 1.37148 4.16533 -5.72893 0.0 0.0 -0.1 0.122
H -0.40874 4.80944 -4.07102 -0.1 0.1 0.0 0.117
H -0.84398 3.37738 -2.16214 0.2 -0.1 0.1 0.096
H 1.29044 -2.48111 -1.69264 0.0 0.2 0.0 0.102
H 2.90301 -3.49081 -3.18202 0.0 -0.1 0.0 0.116
H 3.96531 -2.09827 -4.99941 0.1 -0.1 -0.1 0.119
C -3.65445 0.94795 4.64007 0.0 0.0 0.0 -0.079
C -3.88143 0.96601 3.27487 -0.1 0.1 0.0 -0.067
C -2.82030 0.99118 2.38418 0.0 -0.1 0.0 -0.109
C -1.50881 0.98665 2.84232 -0.1 -0.1 -0.3 -0.308
C -1.29204 0.91145 4.21884 0.0 0.0 0.0 -0.111
C -2.35111 0.90414 5.10675 -0.1 0.0 0.1 -0.069
P -0.03590 1.12468 1.73961 0.7 0.7 1.0 1.091
C 1.11434 0.13071 2.77747 0.0 -0.1 -0.1 -0.343
C 2.38769 0.58723 3.10023 -0.1 0.1 0.0 -0.082
C 3.23888 -0.20380 3.85137 0.1 0.0 0.0 -0.066
C 2.82958 -1.45191 4.28988 0.0 -0.1 0.0 -0.076
C 1.55950 -1.91031 3.98125 0.0 0.0 0.1 -0.067
C 0.70801 -1.12225 3.23166 0.0 0.2 -0.1 -0.112
C 0.54910 2.82292 2.09540 0.0 0.0 0.2 -0.344
C 0.50200 3.39319 3.34650 -0.1 -0.2 -0.3 -0.068
C 0.94201 4.70546 3.55310 0.1 0.3 0.0 -0.067
C 1.39702 5.44527 2.49984 0.0 -0.1 0.2 -0.030
C 1.50322 4.87845 1.21426 0.0 -0.2 -0.1 -0.170
C 2.07240 5.61706 0.15997 0.2 0.0 -0.3 -0.048
C 2.36832 4.97728 -1.00737 0.0 0.3 0.3 -0.075
C 2.00844 3.63738 -1.19344 -0.1 -0.3 0.2 -0.141
C 1.26685 2.89160 -0.28109 -0.1 0.1 -0.1 -0.222
C 1.09802 3.52901 0.99146 0.1 0.1 0.3 -0.236
H -4.48155 0.95195 5.33613 -0.1 0.0 0.0 0.103
H -4.89259 0.96990 2.89353 -0.1 0.0 0.0 0.107
H -3.01815 0.97511 1.32759 -0.1 0.0 -0.1 0.063
H -0.28875 0.83062 4.60930 0.0 0.0 0.0 0.102
H -2.15379 0.86510 6.16890 0.0 0.0 0.1 0.105
H 2.71392 1.56130 2.75996 0.0 0.0 0.0 0.109
H 4.23069 0.15748 4.08186 0.1 0.0 0.1 0.104
H 3.49905 -2.07088 4.86943 0.1 0.0 0.1 0.101
H 1.22649 -2.87864 4.32820 0.0 -0.1 0.0 0.104
H -0.29494 -1.46558 3.01437 -0.1 -0.1 0.1 0.106
H 0.12185 2.84848 4.19595 0.0 -0.1 0.0 0.092
H 0.92162 5.12568 4.54784 -0.1 0.0 0.1 0.104
H 1.73113 6.46368 2.64307 0.0 0.1 0.0 0.111
H 2.32290 6.65635 0.30573 0.1 0.1 0.1 0.106
H 2.88030 5.49296 -1.80653 0.1 0.1 -0.1 0.103
H 2.34060 3.20812 -2.12946 -0.1 -0.1 0.0 0.080
O 2.47265 -2.11588 0.52006 0.1 -0.4 -0.1 0.077
C 1.26388 -2.19324 0.54641 0.8 0.3 0.1 -0.588
N 0.54452 -3.26763 0.98068 -0.4 -0.3 0.2 0.172
C -0.87535 -3.09964 0.76294 -0.2 -0.3 -0.1 -0.258
C -0.87361 -1.60581 0.40629 -0.9 0.3 0.0 -0.463
O -1.84081 -0.85573 0.35736 0.0 -0.9 0.2 -0.012
N 0.37463 -1.19821 0.15313 -0.1 0.6 -0.5 0.007
C -1.76638 -3.45117 1.93949 0.1 0.2 0.2 -0.139
C -1.40129 -4.43404 2.85250 0.0 0.2 -0.1 -0.032
C -2.26134 -4.78327 3.87964 0.0 -0.1 0.1 -0.081
C -3.49334 -4.16662 4.00386 0.0 0.1 0.1 -0.088
C -3.85299 -3.17697 3.10632 0.0 -0.1 0.0 -0.064
C -3.00179 -2.82691 2.07514 -0.1 0.0 0.0 -0.013
C -1.36991 -3.90231 -0.44381 -0.1 0.1 -0.2 -0.129
C -2.39205 -3.39889 -1.23692 -0.1 -0.2 0.0 -0.056
C -2.81569 -4.08951 -2.35857 -0.1 -0.1 0.0 -0.085
C -2.24521 -5.30824 -2.68206 -0.1 0.0 0.0 -0.085
C -1.26649 -5.84372 -1.86257 0.1 -0.1 0.0 -0.082
C -0.82317 -5.14218 -0.75344 0.0 0.1 0.0 -0.028
H 0.99238 -4.13729 1.20418 0.1 0.1 -0.1 0.144
H -0.44657 -4.93290 2.77276 0.1 0.0 0.0 0.106
H -1.96936 -5.54353 4.58832 0.0 -0.1 0.1 0.101
H -4.16602 -4.44851 4.79999 0.0 0.0 0.1 0.101
H -4.80445 -2.67664 3.20145 -0.1 0.1 0.0 0.105
H -3.28946 -2.04570 1.39013 0.0 0.0 0.0 0.106
H -2.84755 -2.45442 -0.98554 0.0 0.1 0.0 0.102
H -3.58838 -3.66967 -2.98498 0.0 0.1 0.0 0.082
H -2.56877 -5.84380 -3.56316 0.0 0.0 0.0 0.102
H -0.84768 -6.81324 -2.09068 0.1 -0.1 0.0 0.101
H -0.04933 -5.57469 -0.13640 0.1 0.0 0.1 0.106
C 4.06206 0.99440 -1.34934 -0.3 0.1 0.0 0.008
C 2.67729 0.88765 -0.78878 0.4 0.1 0.5 -0.417
O 2.48914 0.52491 0.36854 0.5 0.1 -0.3 -0.096
H 4.71372 1.44495 -0.60055 0.0 0.0 0.0 0.100
H 4.09876 1.56541 -2.27259 0.0 0.0 -0.1 0.073
H 4.41479 -0.02117 -1.53905 0.0 -0.1 0.0 0.101
```
Positions in Å, forces in eV/Å.

* charge: 0
* HOMO level (spin up / spin down): -0.23166 / -0.23169 Eh

---

[2]
# C4H2N2

One molecule with the formula C4H2N2 (ωB97M-V with the def2-TZVPD basis set, the OMol25 dataset).

Geometry as XYZ:
```
8
Properties=species:S:1:pos:R:3:forces:R:3:lowdin_charge:R:1
C -1.31740 0.02956 -0.00669 4.0 -1.1 0.1 0.136
C 0.01000 0.05476 0.05322 2.0 -3.6 -0.9 -0.216
C 0.81720 1.20927 0.02897 0.3 0.8 0.4 -0.222
N 1.50802 2.12305 -0.03086 0.0 0.2 0.0 0.189
C 0.97204 -1.27210 -0.04736 -3.8 4.4 0.3 -0.126
N 1.64834 -2.17937 0.01957 1.1 -1.5 0.0 0.135
H -1.81621 -0.82894 -0.19048 -1.5 -2.7 -0.3 0.057
H -1.82200 0.86377 0.17363 -2.1 3.6 0.4 0.047
```
Positions in Å, forces in eV/Å.

* charge: 0
* SMILES string: C=C(C#N)C#N
* HOMO level: -0.41819 Eh
* energy relative to the best compared isomer or geometry (same formula, charge and spin): 0.956 eV

---

[3]
# C31H63BrFNO3

A 3-piece molecular cluster, C31H63BrFNO3 overall (ωB97M-V with the def2-TZVPD basis set, the OMol25 dataset).

Geometry as XYZ:
```
100
Properties=species:S:1:pos:R:3:forces:R:3:lowdin_charge:R:1
C -5.73894 2.19372 -1.95564 0.2 -0.1 -1.1 -0.113
C -5.70905 0.59518 -1.98876 -1.0 0.1 -0.5 -0.239
C -5.39029 -0.13621 -0.61840 -0.5 0.3 -0.2 -0.160
C -3.99401 0.17150 0.08405 0.3 -0.3 0.9 -0.242
C -3.90805 1.64730 0.74932 0.6 -1.0 0.1 -0.046
C -2.69190 -0.20419 -0.76651 1.2 -1.2 -1.6 -0.194
C -2.24958 0.80899 -1.95525 0.5 1.1 0.3 -0.040
C -1.49033 2.11339 -1.43826 -0.2 0.9 0.1 -0.307
C -2.09046 3.49154 -1.96489 0.5 0.4 -0.1 -0.064
F -0.10202 2.09839 -1.87165 -1.7 -0.2 0.5 -0.081
C -1.33988 -0.58930 0.03545 2.4 0.2 0.8 -0.158
C -1.45604 -1.38094 1.42266 -1.3 1.6 1.0 -0.614
Br -0.06476 -2.75633 1.73988 -0.6 0.2 -0.3 0.722
C -1.34329 -0.32610 2.66140 -0.2 -0.9 0.3 -0.272
C -2.58163 -0.56758 3.68312 1.2 0.5 -0.3 -0.108
C -0.38120 -1.40302 -0.98979 -1.7 0.0 -1.1 -0.403
O 0.84896 -1.39714 -1.09124 -3.5 -0.1 0.2 0.037
N -1.38546 -2.09025 -1.80011 2.1 1.9 0.6 0.113
C -2.80139 -1.61081 -1.58404 0.8 -2.1 0.0 -0.379
O -3.26582 -1.55024 -2.95390 -1.0 0.2 1.3 -0.022
C -3.41012 -2.88445 -0.77448 0.3 -0.1 0.2 -0.061
C -3.87535 -4.06979 -1.74736 1.4 0.7 -0.1 -0.187
O -5.22468 -3.93558 -2.23343 0.5 -1.1 1.2 -0.180
C -6.15868 -4.78760 -1.54621 -1.9 -0.2 0.2 -0.256
C -7.22910 -3.97031 -0.67300 0.0 -0.8 -0.1 -0.085
H -6.61070 2.55583 -2.60254 1.1 -0.4 1.0 0.080
H -5.83085 2.65385 -0.92581 0.1 -0.6 -1.2 0.071
H -4.79789 2.56380 -2.49697 -1.3 -0.2 1.1 0.054
H -6.76728 0.26552 -2.29864 1.5 0.3 0.6 0.113
H -5.04794 0.27478 -2.87084 -0.8 0.4 1.5 0.095
H -5.59307 -1.25514 -0.78503 0.7 1.6 0.3 0.087
H -6.20494 0.19013 0.12683 1.2 -0.4 -1.0 0.129
H -3.96784 -0.52642 1.00078 0.0 0.9 -1.3 0.111
H -4.78204 1.78073 1.46760 1.0 0.0 -1.2 0.096
H -2.95990 1.66157 1.39025 -1.3 0.1 -0.9 0.068
H -3.81371 2.46786 -0.02314 -0.4 -1.0 1.1 0.050
H -3.12630 1.16869 -2.57726 0.9 -0.7 0.9 0.102
H -1.53832 0.30349 -2.69986 -1.0 0.6 1.3 0.145
H -1.44115 2.19114 -0.29681 0.0 -0.3 -1.6 0.127
H -1.42354 4.33288 -1.56704 -0.9 -1.2 -0.6 0.091
H -3.14243 3.71483 -1.60418 1.3 -0.5 -0.3 0.057
H -2.10975 3.57185 -3.10748 0.1 -0.4 1.6 0.098
H -0.64057 0.27086 0.32114 -1.3 -0.7 -0.6 0.141
H -2.46445 -1.90088 1.58015 1.7 0.5 -0.6 0.070
H -1.26609 0.75081 2.31194 -0.3 -1.4 0.2 0.088
H -0.36099 -0.55498 3.20172 -1.5 0.5 -0.7 0.080
H -2.24131 -1.40699 4.37350 -0.8 1.2 -0.7 0.081
H -3.53429 -0.86571 3.14144 1.2 0.4 0.6 0.060
H -2.76798 0.41189 4.24116 0.2 -1.6 -0.5 0.080
H -1.13014 -2.31213 -2.76726 -0.2 0.1 0.5 0.149
H -4.23705 -1.69467 -2.97474 0.8 0.0 0.1 0.100
H -4.17625 -2.59671 0.01069 0.6 -0.5 -1.2 0.105
H -2.51381 -3.30541 -0.19286 -1.4 0.7 -0.8 0.109
H -3.19993 -4.06587 -2.67651 -0.9 0.1 1.4 0.136
H -3.64954 -5.04157 -1.20763 -0.8 1.0 -0.6 0.126
H -5.69329 -5.56344 -0.86264 0.0 1.1 -0.9 0.116
H -6.75453 -5.37827 -2.33226 0.9 0.8 1.0 0.127
H -6.74699 -3.12562 -0.08905 -0.6 -1.0 -0.8 0.060
H -8.10028 -3.60715 -1.31353 1.3 -0.2 0.8 0.079
H -7.67224 -4.71767 0.06812 0.5 1.1 -0.9 0.078
C 4.07745 -1.65934 -1.09213 -0.1 0.1 0.0 -0.109
C 4.97185 -1.08023 -0.00499 0.1 -0.1 -0.1 -0.272
C 6.14212 -1.99178 0.36714 0.0 0.1 0.1 -0.227
C 5.75000 -3.35116 0.95325 -0.1 0.0 -0.1 -0.229
C 4.87666 -3.29496 2.20650 0.1 -0.1 0.0 -0.272
C 5.55682 -2.61354 3.38712 -0.1 0.0 0.1 -0.115
H 3.59984 -2.58771 -0.77053 0.0 0.1 -0.1 0.068
H 3.28556 -0.95120 -1.34342 0.0 -0.2 0.0 0.049
H 4.65024 -1.86234 -2.00179 0.0 0.0 0.1 0.078
H 4.37090 -0.84738 0.87975 0.0 0.0 0.0 0.101
H 5.37628 -0.12638 -0.36050 0.0 0.0 0.1 0.090
H 6.78764 -1.46187 1.07610 0.0 -0.1 0.0 0.100
H 6.75561 -2.16458 -0.52442 0.0 0.0 0.0 0.109
H 6.66794 -3.90395 1.18427 0.0 0.0 0.0 0.107
H 5.23099 -3.93996 0.18985 0.0 0.0 0.0 0.101
H 4.62274 -4.32002 2.49757 0.0 0.1 -0.1 0.104
H 3.92735 -2.79489 1.99127 0.0 0.0 0.0 0.094
H 6.49000 -3.12129 3.64515 0.0 0.1 0.0 0.074
H 4.90496 -2.63975 4.26386 0.1 0.0 0.0 0.068
H 5.78119 -1.56565 3.17368 0.0 -0.1 0.0 0.065
C 3.86107 2.64461 -0.62554 0.1 -0.1 -0.1 -0.098
C 4.50021 2.79013 0.74880 -0.1 0.0 0.0 -0.274
C 4.33641 4.18771 1.34824 0.1 0.0 0.1 -0.230
C 4.99704 5.32011 0.55666 -0.1 0.0 -0.1 -0.231
C 6.49933 5.16361 0.32206 0.0 0.1 0.0 -0.274
C 7.31353 5.14625 1.60950 0.1 -0.1 -0.1 -0.116
H 4.32697 3.30642 -1.36008 -0.1 0.0 0.0 0.070
H 3.97396 1.61951 -0.98608 -0.1 0.1 0.0 0.052
H 2.79228 2.87177 -0.58483 0.0 0.0 -0.1 0.074
H 5.55914 2.51903 0.69271 0.0 0.0 0.0 0.097
H 4.03456 2.06670 1.42659 0.1 0.0 0.0 0.103
H 4.73117 4.17922 2.36993 0.0 0.0 0.0 0.100
H 3.26751 4.41086 1.44229 0.0 0.0 0.0 0.108
H 4.81670 6.26182 1.08773 0.0 0.0 0.0 0.108
H 4.49919 5.42409 -0.41301 0.0 0.0 0.0 0.100
H 6.84258 6.00208 -0.29345 0.0 -0.1 0.0 0.104
H 6.70583 4.25706 -0.25488 -0.1 0.0 0.0 0.099
H 7.15246 6.06197 2.18448 0.0 -0.1 0.0 0.074
H 8.37953 5.07514 1.38010 0.0 0.0 0.1 0.069
H 7.05377 4.29234 2.23975 0.0 0.1 0.0 0.065
```
Positions in Å, forces in eV/Å.

* charge: 0
* SMILES string: CCC[C@H](C)[C@@]1(C[C@H](C)F)[C@@H]([C@@H](Br)CC)C(=O)N[C@@]1(O)CCOCC.CCCCCC.CCCCCC
* HOMO level: -0.34623 Eh
* energy relative to the best compared isomer or geometry (same formula, charge and spin): 3.915 eV

---

E, record by record: -5855.642232; -263.049948; -4173.202222 Ha
Max |F|, record by record: 2.577; 5.841; 3.475 eV Å⁻¹